# 1
17
Properties=species:S:1:pos:R:3:forces:R:3:mulliken_charge:R:1 method="wB97M-V/def2-TZVPD" orbital_gap_ev=7.92 total_energy_ha=-1117.53259 e_homo_ev=-12.401 charge=+1 e_lumo_ev=-4.485 relative_energy_kj_mol=130.5
C 2.2997 0.1973 -0.0487 0.0830 -2.5210 0.5717 0.0955
C 0.1573 1.3208 -0.0924 -3.2450 -1.5496 0.9732 0.5547
C 1.4416 1.2589 -0.6830 3.7870 0.1452 -2.2725 -0.6885
C 0.2922 -1.1684 -0.0982 -3.5107 0.4642 -1.4999 -0.5386
N 1.6447 -1.0346 0.1993 -0.5697 0.9666 -0.2733 -0.1213
N -0.4395 0.1500 0.2128 1.9075 1.7777 -0.6705 0.5077
N -1.6858 0.1413 0.7330 -1.1766 1.9086 1.8257 -0.9379
S 3.8529 0.2682 0.2907 0.9948 0.7969 0.1447 -0.2620
S -0.5004 2.9122 0.0905 1.2639 0.0711 0.2185 -0.0992
H 2.0917 2.2433 -0.7807 -1.7433 -1.9659 0.3601 0.4594
H 1.2868 0.8572 -1.7487 0.1366 0.7493 0.9992 0.2824
H 0.0050 -1.2666 -1.1992 0.8685 -0.1942 0.9950 0.3352
H -0.3569 -1.9546 0.4189 1.6507 0.8709 -0.3058 0.3686
H 2.0061 -1.7459 0.8082 0.7695 0.2728 0.1207 0.2851
H -1.7414 2.6037 -0.1052 -1.5333 -0.5358 0.0299 0.2202
H -1.7094 0.7745 1.5857 -0.3806 -1.4466 -1.2515 0.2719
H -2.2243 -0.7213 0.7671 0.6978 0.1898 0.0349 0.2667

# 2
63
Properties=species:S:1:pos:R:3:forces:R:3:mulliken_charge:R:1 method="wB97M-V/def2-TZVPD" orbital_gap_ev=6.90 total_energy_ha=-3654.48053 e_homo_ev=-4.513 charge=-1 e_lumo_ev=2.386 relative_energy_kj_mol=0.0
Mg -0.5238 -0.6553 0.3121 0.0171 -0.0377 0.0891 1.0556
C -3.3488 -0.8481 -3.4220 -0.0001 -0.0176 0.0012 -1.4296
C -2.8351 -0.9071 -2.0117 0.0148 0.0239 -0.0203 0.5568
S -1.9926 0.5450 -1.4529 -0.0525 0.0494 -0.0247 -0.5250
C -3.0789 -1.9092 -1.1441 -0.0201 -0.0227 -0.0063 0.9017
C -3.9339 -3.0826 -1.5811 -0.0025 -0.0016 0.0119 -1.6748
S -2.5274 -1.9968 0.5240 -0.0164 -0.0099 0.0148 -0.7211
H -4.0997 -0.0596 -3.5310 0.0029 0.0030 -0.0013 0.2424
H -3.7949 -1.7918 -3.7307 0.0028 0.0097 0.0048 0.3947
H -2.5403 -0.6172 -4.1196 0.0008 0.0018 -0.0031 0.2478
H -3.4357 -3.6567 -2.3663 0.0019 -0.0030 0.0028 0.3138
H -4.8991 -2.7519 -1.9712 0.0018 -0.0041 0.0005 0.3644
H -4.1108 -3.7460 -0.7386 -0.0046 -0.0006 -0.0013 0.3771
C -3.9955 -0.4982 7.2653 0.0019 0.0009 -0.0004 -1.4220
C -2.8106 -0.6896 6.3574 -0.0005 -0.0026 0.0049 1.1451
C -2.9768 -1.2622 5.0953 -0.0036 0.0007 0.0067 -0.8582
C -1.8989 -1.4586 4.2537 0.0039 -0.0046 -0.0078 -0.5280
C -0.6296 -1.0738 4.6726 0.0174 0.0115 0.0017 -0.2665
C -0.4410 -0.5021 5.9174 -0.0133 0.0034 0.0006 -0.3266
C -1.5346 -0.3142 6.7554 0.0037 -0.0026 -0.0073 -0.7964
S 0.7433 -1.3146 3.5733 -0.0437 -0.0344 -0.0389 1.4398
O 0.7396 -2.6963 3.1795 0.0129 -0.0137 -0.0011 -0.8571
O 1.9111 -0.7995 4.2557 0.0392 0.0264 0.0110 -0.6621
N 0.3810 -0.4633 2.2729 0.0273 -0.0470 0.0358 0.2350
C 0.5256 0.8934 2.1941 -0.0165 0.0535 -0.0453 1.0706
C 0.9330 1.8131 3.1774 0.0147 -0.0094 0.0367 -0.8116
C 0.9861 3.1461 2.8379 -0.0137 0.0042 -0.0522 -0.6963
C 0.6617 3.5685 1.5475 0.0064 -0.0018 0.0430 -0.9202
C 0.2662 2.6068 0.6418 -0.0011 0.0246 0.0228 -0.1431
N 0.1902 1.3165 0.9580 0.0020 -0.0180 -0.0437 0.1028
H -4.8130 0.0006 6.7429 -0.0004 0.0011 -0.0008 0.3404
H -3.7322 0.1003 8.1371 -0.0010 0.0000 0.0006 0.3424
H -4.3734 -1.4597 7.6194 -0.0012 0.0003 -0.0012 0.3033
H -3.9672 -1.5543 4.7655 0.0008 -0.0006 -0.0035 0.4091
H -2.0381 -1.9021 3.2754 -0.0057 0.0001 -0.0009 0.3474
H 0.5564 -0.2153 6.2228 0.0006 0.0005 -0.0017 0.4718
H -1.3897 0.1336 7.7319 -0.0010 0.0005 0.0005 0.2889
H 1.2104 1.4670 4.1608 -0.0046 0.0012 -0.0053 0.4480
H 1.2922 3.8704 3.5841 0.0012 0.0024 -0.0019 0.4047
H 0.7091 4.6089 1.2594 -0.0018 -0.0008 -0.0022 0.4420
H -0.0023 2.8606 -0.3778 -0.0009 -0.0068 -0.0001 0.2204
C 4.4846 3.1231 1.7665 -0.0029 0.0045 0.0050 -1.5286
C 4.0067 1.8680 1.0922 -0.0018 0.0092 -0.0096 1.0232
C 3.6490 1.8898 -0.2570 0.0148 0.0026 0.0110 -0.9059
C 3.1634 0.7602 -0.8877 -0.0112 -0.0191 -0.0062 -0.2125
C 3.0479 -0.4181 -0.1557 0.0005 0.0148 -0.0276 0.4362
C 3.4113 -0.4666 1.1827 0.0114 -0.0205 0.0320 -0.5730
C 3.8852 0.6792 1.8027 -0.0100 0.0067 -0.0105 -0.5296
S 2.2871 -1.8907 -0.7856 -0.0372 0.0187 0.0517 0.2630
C 2.7386 -1.8126 -2.5089 0.0004 0.0122 -0.0060 -0.9023
O 0.7892 -1.6442 -0.7849 0.0488 -0.0035 -0.0284 -0.7057
H 5.2212 3.6439 1.1532 0.0021 -0.0028 -0.0022 0.4178
H 4.9308 2.9064 2.7367 -0.0012 -0.0027 0.0001 0.3702
H 3.6466 3.8057 1.9254 0.0012 -0.0012 -0.0015 0.2224
H 3.7401 2.8081 -0.8261 0.0009 -0.0003 0.0010 0.4230
H 2.8810 0.8196 -1.9325 0.0011 0.0034 0.0031 -0.0024
H 3.2919 -1.3820 1.7499 0.0033 0.0013 -0.0016 0.5698
H 4.1327 0.6459 2.8565 -0.0016 -0.0052 0.0013 0.2902
H 2.3700 -0.9017 -2.9801 -0.0059 -0.0087 0.0021 0.0450
H 2.2838 -2.6834 -2.9774 0.0016 0.0004 -0.0039 0.4183
H 3.8247 -1.8679 -2.5787 -0.0017 -0.0070 0.0025 0.4060
I -0.1379 0.9634 -3.0487 0.0023 0.0185 -0.0267 0.2584
I 2.4687 1.4995 -4.7998 0.0163 -0.0010 -0.0036 -0.6111

# 3
71
Properties=species:S:1:pos:R:3:forces:R:3:mulliken_charge:R:1 method="wB97M-V/def2-TZVPD" orbital_gap_ev="2.10 / 6.83" total_energy_ha=-2532.39397 s_squared=12.003 e_homo_ev="0.457 / -4.259" charge=-1 spin_multiplicity=7 e_lumo_ev="2.561 / 2.569"
Mn -0.5692 -0.5449 0.2380 -0.8851 -1.5631 -0.8084 2.3418
C -4.1233 0.7554 -1.4812 -1.0832 0.1449 0.5970 -1.1306
C -3.9766 -0.1431 -0.2189 1.0406 -0.4279 -1.1704 0.3023
C -4.8597 -1.3792 -0.4339 0.9087 -0.8534 0.1263 -1.3806
O -2.6579 -0.5278 -0.0097 -0.4042 0.1800 0.2071 -0.6192
H -5.1466 0.6426 -1.8393 -0.3548 0.1369 -0.0722 0.4644
H -3.5212 0.4874 -2.3494 0.5405 -0.0690 0.3839 0.1757
H -4.0411 1.8048 -1.1981 0.4218 0.0920 -0.2808 0.1969
H -4.4142 0.3756 0.6341 0.0140 0.5994 0.3636 0.1777
H -5.9085 -1.2935 -0.7185 -0.0947 0.5542 0.1078 0.3998
H -4.7770 -1.9806 0.4713 -0.1329 -0.1963 0.0245 0.2983
H -4.3432 -1.9294 -1.2204 -0.0827 -0.3100 -0.1354 0.2613
C 0.6385 -3.7852 -2.2077 0.9344 -1.7017 -0.7852 -1.3672
C 0.7685 -3.6422 -0.7367 -0.1244 3.0202 1.2804 0.4261
C 2.2508 -3.4723 -0.3335 -0.0247 0.5755 1.0171 -1.4141
O -0.0592 -2.5472 -0.3177 0.9511 -1.2953 -0.1003 -0.6342
H -0.4049 -3.8678 -2.5119 0.1272 0.5552 -0.2422 0.2838
H 1.1066 -4.7375 -2.4569 -0.1317 -0.7302 -0.1981 0.5298
H 1.3348 -3.1564 -2.7626 -0.7225 0.9844 -0.1095 0.2272
H 0.5820 -4.6085 -0.2681 -1.0859 -0.2835 0.3347 0.1730
H 2.7854 -2.6439 -0.7983 0.0457 -0.2086 -0.7612 0.2266
H 2.7935 -4.4174 -0.3162 0.2685 -0.0890 -0.6877 0.4681
H 2.3235 -3.1622 0.7090 -0.5303 -0.0123 0.3650 0.2053
C 2.8157 0.2908 0.5015 -1.9810 -0.6800 0.4382 -1.6538
O 1.6213 -0.0235 0.4792 1.4466 0.1083 -0.5162 0.3196
N 3.3335 1.0090 1.4879 2.9948 0.8018 1.1309 2.3199
C 4.7954 1.1738 1.6156 -0.7373 -0.2627 0.0782 -1.7633
C 2.6422 1.4174 2.7018 -1.6872 -0.9685 -1.3031 -1.4374
H 3.5502 -0.0474 -0.2456 -0.1395 0.1834 -0.0731 -0.2301
H 4.8915 2.0752 2.2208 0.6534 0.1918 -0.5229 0.4325
H 5.3127 1.1595 0.6563 -0.1532 0.5341 -0.0162 0.1136
H 5.2395 0.3566 2.1840 -0.1160 -0.2204 0.2511 0.4987
H 1.6362 1.1441 2.3838 -0.6066 0.2636 0.8378 -0.9355
H 2.9137 0.8218 3.5734 0.2724 -0.0714 -0.0292 0.5448
H 2.6769 2.4824 2.9313 0.3736 0.0748 -0.3039 1.0263
C -0.3177 -0.5281 -2.9529 0.8353 -0.1711 0.4670 -0.1262
O -0.1982 0.0848 -1.9164 -0.5278 0.5039 1.5353 -0.3920
N 0.4138 -0.0939 -3.9743 0.9347 0.5330 -1.8937 0.6987
C 0.2720 -0.6395 -5.2952 -0.3899 -1.6960 0.1445 -1.1213
C 1.3197 1.0357 -3.7964 -0.5860 0.6532 1.3160 -1.2142
H -0.8697 -1.4765 -3.0420 -0.1140 0.3127 -0.1909 0.3911
H 0.1168 -1.7096 -5.1574 0.0097 -0.3053 -0.0790 0.3247
H 1.1824 -0.5878 -5.8923 -0.1642 0.4980 0.0481 0.3646
H -0.6352 -0.3400 -5.8199 0.2383 0.6711 -0.2611 0.3483
H 0.8101 1.8724 -3.3186 -0.6900 0.4738 -0.7999 0.0741
H 1.9824 0.9374 -2.9365 0.7031 -1.0373 -0.3464 0.3682
H 1.8234 1.3347 -4.7156 -0.1487 -0.2471 0.1888 0.3770
C -0.1387 2.7522 0.4466 -2.1294 -4.5463 0.4321 -1.0298
O -0.5680 1.5216 0.6631 1.4535 5.6412 -0.7395 -0.0144
N -0.5438 3.5345 -0.5664 0.9208 1.2689 -0.9084 1.9732
C 0.0759 4.8185 -0.8347 1.7847 0.9577 0.4894 -2.1570
C -1.4907 3.2437 -1.6138 -1.3053 -1.0239 0.3933 -0.5885
H 0.5381 3.2043 1.1879 -0.0537 0.1034 -0.4973 -0.0422
H 0.9942 4.9380 -0.2598 -0.0052 -0.1304 0.2806 0.4863
H -0.4536 5.7625 -0.7055 -1.0222 -0.4468 0.6822 0.2636
H 0.4227 4.9735 -1.8564 -0.0318 -0.9424 -0.4067 0.3905
H -2.2207 4.0531 -1.6153 -0.5639 -0.2300 0.5148 0.4460
H -1.2049 3.2911 -2.6646 1.3385 -0.2429 0.1495 0.3739
H -1.9039 2.2532 -1.4231 -0.3190 0.2305 -0.0461 -0.5485
C -0.0535 -1.4960 3.5222 -0.9776 -0.9635 -2.1905 -0.5808
O -0.2940 -1.0614 2.4025 0.6262 0.6058 1.3576 -0.5102
N -0.4926 -1.0230 4.6919 1.4094 -0.9618 -0.1421 0.5665
C -0.6211 -2.0111 5.7193 -0.9836 0.1254 0.7280 -0.9953
C -0.7824 0.3271 4.8923 -0.9168 2.2037 0.4440 -1.0205
H 0.4004 -2.4930 3.6323 0.2291 0.0937 -0.1460 0.3194
H -1.6996 -2.1613 5.7674 -0.1096 -0.6445 0.5428 0.3744
H -0.2823 -1.7046 6.7089 0.1940 0.3225 -0.0695 0.2840
H -0.1235 -2.9461 5.4621 -0.0924 0.1681 -0.1312 0.2829
H -0.5411 0.9010 3.9976 0.4312 -0.0540 0.1336 0.0878
H -1.8077 0.6338 5.0992 -0.7080 -0.8033 -0.2703 0.3175
H -0.3186 0.7125 5.8004 0.8149 0.0228 -0.1572 0.3808

# 4
112
Properties=species:S:1:pos:R:3:forces:R:3:mulliken_charge:R:1 method="wB97M-V/def2-TZVPD" orbital_gap_ev=10.20 total_energy_ha=-4323.57030 e_homo_ev=-10.214 e_lumo_ev=-0.015 smiles="C#CCC(=O)O[C@@H](CCCCCCCCCCC)C(F)(F)C(F)(F)F.CCOS(C)(=O)=O.CCOS(C)(=O)=O.CCOS(C)(=O)=O.CCOS(C)(=O)=O"
C 7.8198 -1.0439 -0.3459 -3.7712 3.4065 2.7456 -0.3387
C 7.0304 -0.2631 0.3356 3.4515 -3.5060 -1.8680 -0.1610
C 6.1855 0.5498 1.4343 1.0197 -0.0731 -1.6175 -0.4875
C 4.7208 0.9882 0.8776 -3.1121 -0.6435 3.7580 0.3856
O 3.7687 0.9009 1.7331 4.3705 0.5246 -4.6244 -0.5154
O 4.4870 1.4422 -0.4740 0.6357 -1.7118 1.2939 -0.0976
C 3.6008 0.5385 -1.1973 -2.6623 -1.4927 0.6244 -0.4755
C 2.1418 1.2066 -1.5364 0.2513 -0.4826 0.0988 -0.7145
C 1.3106 1.5891 -0.1957 -0.6480 0.3454 -1.2504 -0.1794
C -0.0343 2.3593 -0.7146 -0.3796 0.0048 -0.1970 -0.7782
C -1.1877 1.3468 -1.2360 -0.9664 -0.2207 0.8374 -0.5732
C -2.3385 1.1750 -0.0763 -0.9450 0.4521 -0.8212 -0.1487
C -3.6584 2.0279 -0.5378 -0.1102 -0.0934 0.6377 -0.5434
C -4.8593 1.9570 0.5572 -0.2773 -1.3916 -0.5346 -0.7421
C -5.6432 0.5169 0.4850 -0.5329 0.9768 0.2480 0.7417
C -6.5849 0.5422 -0.8255 -0.6273 -0.4116 0.2831 -0.6856
C -7.0608 -0.9074 -1.3489 0.7259 -0.0489 -0.7683 -0.5605
C -5.7688 -1.8971 -1.5681 -0.6782 0.8391 0.6423 -0.5584
C 4.2576 -0.1568 -2.4900 -0.0874 -1.1050 0.5673 1.1491
F 3.2607 -0.8978 -3.2466 2.2108 2.2253 2.1385 -0.3560
F 5.2149 -1.1517 -2.0315 -1.9508 2.9550 -1.1555 -0.3476
C 4.9804 0.8517 -3.5250 0.5181 -0.7219 -2.6379 0.4582
F 4.7400 2.2368 -3.2825 0.9634 -4.4327 -0.5089 -0.1957
F 6.3641 0.4893 -3.5801 -3.6258 1.8883 0.1702 -0.2289
F 4.4408 0.5832 -4.8487 1.6445 1.0363 3.5104 -0.2688
H 8.4253 -1.7446 -1.0391 -1.4443 1.7667 1.6543 0.3525
H 6.8046 1.4886 1.7337 -1.2016 -1.5119 -0.6858 0.3105
H 6.0499 -0.0801 2.3994 -0.0355 1.0557 -1.9552 0.3365
H 3.3532 -0.3283 -0.4559 0.4822 1.2310 -1.5814 0.4741
H 2.3203 2.0916 -2.2470 -0.3970 -1.0528 1.2744 0.2943
H 1.4706 0.4489 -2.1140 1.5222 1.1655 0.9134 0.2474
H 0.9254 0.6209 0.3245 1.0500 1.6627 -0.7122 0.0992
H 1.9519 2.2403 0.5048 -1.1758 -1.1411 -1.0497 0.3104
H -0.5034 2.9730 0.1565 0.9488 -0.9579 -1.5680 0.3879
H 0.1889 3.0815 -1.5938 -0.0286 -1.0472 1.6324 0.2761
H -1.7670 1.7466 -2.1633 1.3420 -0.5666 1.4931 0.3304
H -0.8052 0.2923 -1.5048 -0.2701 1.7079 0.3679 0.3180
H -2.7089 0.0729 -0.0003 0.9188 1.9006 0.1267 -0.1305
H -1.9764 1.5873 0.9462 -0.5318 -0.9670 -1.6646 0.3168
H -3.9816 1.5973 -1.5611 0.3307 0.7004 1.6424 0.2806
H -3.4340 3.1439 -0.6995 0.0405 -1.6445 0.1808 0.2567
H -4.4290 2.0481 1.6191 -0.6533 0.2489 -1.6127 0.3070
H -5.6797 2.7487 0.3351 1.6150 -1.1020 0.5666 0.3067
H -6.3466 0.4482 1.4194 1.3148 0.0530 -1.6604 -0.2652
H -4.9097 -0.3651 0.5402 -1.0596 1.3202 -0.2952 -0.1701
H -6.0706 1.0989 -1.6940 -0.7105 -0.8851 1.3486 0.2510
H -7.5491 1.1367 -0.5441 1.7494 -0.8676 -0.5616 0.3054
H -7.5280 -0.7783 -2.4042 0.4190 -0.1202 1.9304 0.2945
H -7.8283 -1.3673 -0.6175 1.2301 0.6871 -1.2801 0.2728
H -4.8797 -1.1996 -1.8427 -1.3052 -1.4688 0.5767 0.1071
H -5.6120 -2.4365 -0.5558 0.2420 0.7953 -1.8580 -0.0023
H -5.9294 -2.6571 -2.4130 0.1665 1.1217 1.3577 0.3815
C 0.4026 -3.1488 2.9435 -0.1089 0.2489 0.2298 -1.0198
C -0.4428 -3.7849 1.8558 1.0089 0.4312 -0.2076 -0.2345
O -1.6593 -4.3138 2.3798 -1.1117 0.1933 0.2153 -0.3052
S -2.8649 -3.2882 2.7207 0.1857 -0.7090 -0.0031 1.1622
C -4.1395 -4.5036 2.9194 0.1017 -0.1424 -0.0420 -0.9533
O -3.1582 -2.5024 1.5499 0.3214 0.0006 0.6425 -0.5469
O -2.6112 -2.6829 4.0033 -0.1502 0.0526 -0.7775 -0.6253
H -0.0760 -2.2488 3.3370 0.0601 -0.0647 -0.0477 0.2929
H 1.3838 -2.8668 2.5543 -0.0740 -0.0866 -0.0408 0.3792
H 0.5360 -3.8370 3.7823 0.0351 0.0062 -0.1405 0.2931
H -0.6444 -3.0771 1.0461 -0.1738 -0.0675 0.0926 0.2531
H 0.1066 -4.6240 1.4209 -0.3734 -0.0754 0.0585 0.2573
H -4.3055 -5.0009 1.9641 0.0589 0.0798 0.0782 0.3147
H -5.0471 -3.9893 3.2379 0.1540 0.0814 -0.0428 0.3299
H -3.8298 -5.2183 3.6821 0.0151 0.1085 -0.0715 0.3577
C 5.3058 -7.9217 -2.1439 -0.1817 -0.1042 -0.2728 -1.0039
C 5.1249 -6.6996 -1.2630 0.0343 -0.9513 0.3443 -0.3631
O 5.1530 -5.4959 -2.0256 -0.5167 0.6767 -0.4024 -0.2180
S 3.8333 -5.0847 -2.8720 0.6262 0.4283 -0.1806 1.1981
C 4.3124 -3.4174 -3.2326 0.0116 -0.6132 0.0812 -0.9101
O 2.6973 -5.0575 -1.9854 0.3855 -0.4028 -0.4156 -0.6184
O 3.8211 -5.8325 -4.1034 -0.3194 0.1159 0.7599 -0.6279
H 4.4466 -8.0605 -2.8043 0.0745 0.0077 0.0753 0.2997
H 5.4137 -8.8233 -1.5360 0.0288 0.1114 0.0265 0.3882
H 6.1882 -7.8131 -2.7800 -0.0348 -0.0042 0.1405 0.2609
H 4.2028 -6.7666 -0.6776 -0.0041 0.1505 -0.1336 0.3235
H 5.9544 -6.6449 -0.5528 -0.0742 0.3292 -0.1553 0.2746
H 4.3700 -2.8603 -2.3034 -0.1118 -0.5035 -0.2017 0.1964
H 3.5543 -2.9846 -3.8840 0.0312 -0.3019 0.0677 0.4463
H 5.2768 -3.4293 -3.7410 -0.0834 -0.0567 0.0675 0.3178
C -10.8047 1.2363 5.2470 -0.0626 -0.1097 -0.3228 -0.9881
C -9.4803 1.6097 5.8864 -0.8479 0.6393 0.0015 -0.3297
O -8.5210 0.5637 5.7527 0.8044 -0.3988 -0.5338 -0.2761
S -7.7805 0.3711 4.3249 0.0788 -0.2790 0.5349 1.2346
C -6.5069 -0.7275 4.8823 -0.0406 -0.0136 0.1714 -0.8567
O -7.1744 1.6192 3.9383 -0.6141 -0.4796 -0.0483 -0.6426
O -8.6554 -0.3589 3.4432 0.4118 0.6473 0.2099 -0.6162
H -10.7097 1.1636 4.1610 -0.0120 0.0274 0.1006 0.2995
H -11.5663 1.9874 5.4698 0.0986 -0.0311 0.0625 0.3861
H -11.1477 0.2629 5.6073 0.0295 0.1315 0.0536 0.2553
H -9.0925 2.5467 5.4755 0.1212 -0.1638 -0.0412 0.3129
H -9.6321 1.7659 6.9577 0.3102 -0.2111 -0.0750 0.2833
H -5.8670 -0.1979 5.5876 -0.0870 -0.0253 -0.0854 0.3602
H -5.9284 -1.0402 4.0118 -0.1145 0.1526 -0.0251 0.2225
H -6.9696 -1.5955 5.3524 -0.0142 0.1189 -0.0525 0.3545
C 8.1171 8.3286 -2.2479 -0.2164 0.1583 0.2198 -0.9998
C 7.8106 7.3037 -3.3240 0.5227 0.8874 -0.1840 -0.3554
O 7.1048 6.1839 -2.7947 -0.8933 -0.4621 0.1566 -0.2605
S 5.5215 6.3411 -2.4895 0.3221 -0.4741 0.1259 1.2275
C 5.1681 4.6189 -2.2664 0.2537 0.2722 -0.0350 -0.9174
O 4.8568 6.7981 -3.6829 0.3417 0.1659 0.6571 -0.6531
O 5.3574 7.0075 -1.2228 -0.0516 -0.0288 -0.7928 -0.6139
H 7.2017 8.7995 -1.8819 0.0882 -0.0325 -0.0498 0.3029
H 8.7687 9.1143 -2.6376 -0.0104 -0.1148 -0.0346 0.3877
H 8.6025 7.8557 -1.3901 0.0252 0.0206 -0.1410 0.2623
H 7.2574 7.7541 -4.1536 -0.1081 -0.1438 0.1020 0.3347
H 8.7502 6.9223 -3.7324 -0.2497 -0.2767 0.0719 0.2688
H 5.3365 4.1010 -3.2067 0.0996 0.4561 0.1609 0.3736
H 4.1233 4.5261 -1.9676 0.0815 0.1618 -0.0265 0.3617
H 5.8154 4.2246 -1.4828 -0.0570 0.0643 -0.0781 0.3348